{
  "formula": "C3H6N2O2",
  "method": "ωB97M-V/def2-TZVPD",
  "symbols": ["N", "C", "O", "C", "O", "C", "N", "H", "H", "H", "H", "H", "H"],
  "positions_angstrom": [[1.89, -0.92, -0.25], [0.92, -0.48, 0.61], [0.53, -1.10, 1.57], [0.44, 0.94, 0.32], [-0.90, 1.12, 0.73], [-1.82, 0.45, 0.02], [-1.50, -0.28, -0.96], [2.15, -1.89, -0.13], [1.88, -0.59, -1.20], [0.54, 1.21, -0.73], [1.02, 1.62, 0.94], [-2.81, 0.63, 0.44], [-2.33, -0.71, -1.36]],
  "charge": 0,
  "homo_lumo_gap_ev": 10.8498,
  "smiles": "[H]/N=C/OCC(N)=O",
  "homo_energy_ev": -9.8822
}

{
  "formula": "C3H6N2O2",
  "method": "ωB97M-V/def2-TZVPD",
  "symbols": ["N", "C", "O", "C", "O", "C", "N", "H", "H", "H", "H", "H", "H"],
  "positions_angstrom": [[-1.97, -0.40, -0.57], [-1.02, 0.21, 0.16], [-0.98, 1.43, 0.22], [-0.06, -0.72, 0.90], [1.28, -0.30, 0.89], [1.61, 0.58, -0.10], [2.71, 0.41, -0.69], [-2.63, 0.20, -1.04], [-2.08, -1.40, -0.61], [-0.11, -1.74, 0.48], [-0.41, -0.76, 1.94], [0.82, 1.36, -0.19], [2.84, 1.13, -1.40]],
  "charge": 0,
  "homo_lumo_gap_ev": 10.4037,
  "smiles": "[H]/N=C/OCC(N)=O",
  "homo_energy_ev": -9.7925
}

{
  "formula": "C3H6N2O2",
  "method": "ωB97M-V/def2-TZVPD",
  "symbols": ["C", "N", "C", "C", "O", "N", "O", "H", "H", "H", "H", "H", "H"],
  "positions_angstrom": [[-1.66, 0.20, -0.47], [-0.49, 0.44, 0.35], [0.66, -0.59, 0.36], [1.63, 0.57, -0.34], [1.78, -0.01, 0.96], [0.25, -1.82, 0.48], [0.77, 1.58, -0.42], [-0.58, 1.08, 1.14], [0.98, -2.38, 0.93], [2.50, 0.55, -0.98], [-1.33, -0.13, -1.46], [-2.26, 1.10, -0.55], [-2.24, -0.60, -0.01]],
  "charge": 0,
  "homo_lumo_gap_ev": [7.8818, 7.5538],
  "homo_energy_ev": [-8.0249, -8.5172]
}

{
  "formula": "C3H6N2O2",
  "method": "ωB97M-V/def2-TZVPD",
  "symbols": ["C", "C", "C", "N", "N", "O", "O", "H", "H", "H", "H", "H", "H"],
  "positions_angstrom": [[-0.44, -1.04, 0.78], [-1.00, 0.24, 0.18], [1.18, 0.11, -0.46], [0.92, -1.11, 0.24], [0.06, 0.80, -0.60], [1.72, -1.91, 0.56], [-0.21, 2.00, -1.09], [-0.41, -0.75, 1.91], [-1.06, -1.89, 0.49], [-1.83, 0.09, -0.40], [-1.36, 0.82, 0.98], [0.26, 2.40, -1.87], [2.18, 0.22, -0.72]],
  "charge": 2,
  "homo_lumo_gap_ev": 9.0791,
  "smiles": "O=[N+]1C=[N+](O)CC1",
  "homo_energy_ev": -22.5938
}

Calculated strongest force on any atom (eV/Å), listed in the same order as above: 0.47; 1.24; 2.98; 3.17
Calculated energy above the lowest of the compared OMol25 structures with the same formula, charge and spin (kcal/mol), listed in the same order as above: 29.7; 45.5; 167.3; 1.2